No. 1
{"formula": "C3H10N2O", "method": "wB97M-V/def2-TZVPD", "species": ["H", "H", "H", "H", "H", "H", "O", "C", "C", "H", "C", "H", "H", "H", "N", "N"], "positions_angstrom": [[1.9861, 0.7265, 1.6305], [-0.9309, 0.1431, -1.7046], [-1.6739, 0.0922, 0.5002], [1.4538, -2.2670, -1.3325], [0.8788, -0.8227, 0.1694], [0.4553, 1.1177, 2.5677], [-2.1992, 1.1384, -0.4077], [-1.2421, 1.1641, -1.3897], [0.2321, -0.2847, 0.9702], [-1.5431, 1.7534, -2.2682], [0.9318, 0.5487, 1.7604], [-0.3036, 1.6525, -1.0117], [2.6575, -1.2832, -0.7202], [-1.3039, -1.6027, 0.9758], [-1.0666, -0.6167, 1.0337], [1.6678, -1.4596, -0.7734]], "relative_energy_ev": 8.8201, "homo_lumo_gap_ev": 4.538}

No. 2
{"formula": "C19H39N2O3P3Pb", "method": "wB97M-V/def2-TZVPD", "species": ["C", "Pb", "H", "H", "H", "C", "N", "H", "H", "C", "C", "N", "O", "C", "H", "H", "H", "H", "O", "C", "C", "H", "H", "C", "C", "H", "H", "C", "C", "C", "H", "H", "H", "O", "C", "H", "C", "H", "H", "H", "H", "P", "H", "H", "H", "H", "C", "H", "H", "H", "P", "H", "H", "H", "H", "H", "C", "H", "C", "H", "H", "H", "C", "H", "C", "P", "H"], "positions_angstrom": [[-2.1889, 2.7379, -1.8781], [-0.1168, -0.3126, -0.4520], [-1.7254, -0.4244, 3.5818], [-2.7219, 1.8934, -2.3330], [-2.6436, 2.9773, -0.9054], [3.6911, -0.6492, -1.3302], [-2.1564, 3.1534, 2.1042], [-4.5802, -1.6028, 1.4466], [3.8080, -3.3280, 0.1460], [0.0923, 3.9239, -0.8136], [0.4346, 2.6136, -3.2471], [-0.0122, 2.3588, 2.7010], [2.5503, 2.2571, 0.5845], [2.7444, -3.1422, -0.0560], [1.5302, -2.6251, -3.1651], [0.0330, -3.8950, -1.5911], [2.1249, -3.5705, 0.7475], [-0.3193, 3.9879, 0.2027], [-1.2723, 1.4473, 1.0012], [0.0721, -1.0541, -3.5073], [-0.3300, -2.9893, -2.0889], [4.6002, -1.2586, -1.2540], [2.4338, -3.5522, -1.0259], [-1.6851, -2.6332, -1.9810], [-1.2845, -0.6917, -3.4004], [3.6380, 0.1089, 1.6535], [4.6031, -1.3400, 1.1558], [-2.2305, 4.3165, 2.9492], [3.6104, -0.9684, 1.4466], [-2.6281, -0.5378, 2.9695], [-2.2039, 3.6158, -2.5343], [-1.0767, -2.9614, 2.6234], [1.1854, 3.9967, -0.7920], [0.8333, -0.9351, 3.2018], [1.6962, 1.5005, 0.3296], [-3.9990, -1.9003, -0.2542], [0.5819, -0.6740, 2.1265], [0.7387, 1.7081, 2.5414], [0.0248, 1.9257, -3.9996], [-0.3455, 4.7023, -1.4525], [-4.1919, -0.2166, 0.3558], [2.5913, -1.3146, -0.0243], [-2.8264, -3.3403, 2.3039], [0.2451, 3.6695, -3.4887], [-3.3192, -1.2591, 3.4241], [-2.3989, -3.3396, -1.5334], [0.5378, -2.2331, -2.9007], [1.5125, 2.4287, -3.1065], [-3.1259, 0.4308, 2.8299], [-2.9101, 2.9331, 1.4653], [-0.4062, 2.3654, -1.6368], [-1.2781, 4.4356, 3.4865], [-2.4275, 5.1997, 2.3121], [-1.5739, -3.6099, 1.0085], [3.2161, -1.5266, 2.3049], [0.0524, 3.0447, 3.4724], [-2.1456, -1.4500, -2.5897], [-1.6982, 0.0998, -4.0416], [-1.1102, 2.3073, 1.9340], [3.2390, -0.7371, -2.3277], [3.9114, 0.4047, -1.1075], [-3.1941, -1.1501, -2.4845], [-1.8783, -2.9970, 1.8694], [-3.0587, 4.1664, 3.6631], [-3.9348, -1.2529, 0.6296], [-2.2423, -1.2828, 1.3416], [0.7549, -0.4526, -4.1172]], "relative_energy_ev": 0.0000, "homo_lumo_gap_ev": [5.036, 4.990], "total_charge": 4}

No. 3
{"formula": "C27H58BNO15P2", "method": "wB97M-V/def2-TZVPD", "species": ["H", "O", "H", "H", "C", "H", "C", "O", "H", "C", "C", "O", "O", "C", "H", "H", "C", "H", "H", "H", "O", "C", "H", "C", "C", "H", "H", "N", "H", "H", "H", "H", "H", "H", "H", "O", "H", "H", "C", "H", "O", "C", "H", "O", "H", "H", "H", "H", "H", "C", "C", "C", "H", "C", "H", "C", "C", "H", "O", "H", "O", "O", "H", "O", "H", "C", "O", "H", "H", "O", "H", "H", "H", "H", "H", "C", "H", "H", "H", "H", "C", "H", "P", "H", "H", "C", "H", "H", "O", "H", "H", "B", "C", "C", "H", "C", "P", "H", "C", "C", "C", "H", "H", "H"], "positions_angstrom": [[1.7296, 1.5012, 2.4467], [6.1954, 3.9938, 5.7416], [6.6891, 3.2953, 3.8593], [-5.6879, -1.3699, -3.6717], [-0.3458, -2.4643, -1.3051], [6.4146, 0.2571, 2.5264], [-2.2357, -0.0624, -3.1364], [3.7017, 4.1780, 4.9707], [2.0549, 1.4970, -0.2637], [3.8296, 2.7250, 1.5552], [-7.6987, -3.7497, -8.4597], [-7.2586, -2.9079, -6.1933], [-4.8316, -3.2421, -5.6448], [-7.2550, -2.5878, -7.5899], [0.4034, -1.6796, -1.1968], [-1.2093, -0.4264, -3.1121], [4.3730, 3.7502, 2.5505], [-1.7134, 1.4231, -1.6534], [-4.7360, -1.6521, -2.2039], [-5.8661, -6.2622, -3.2612], [3.0673, 4.3204, -1.0794], [4.4833, 3.3772, 4.0392], [7.9271, 4.9714, 5.0925], [7.3079, 4.8355, 5.9830], [-3.3408, -0.9974, 2.2962], [3.9387, 1.6829, 1.8485], [1.5881, 2.4165, -1.6892], [4.4196, 3.0048, 0.2114], [-2.4768, -0.6744, 2.8844], [7.9337, 4.3498, 6.7318], [-8.6540, -4.1446, -8.1157], [-2.8973, -0.9209, -3.2121], [2.3898, 1.0321, 5.3796], [5.9827, 3.1574, -1.8707], [0.8260, 0.9174, 3.7546], [-0.5522, -0.7214, 0.7871], [5.3409, 4.0658, 2.1631], [1.0733, -3.8960, -0.5384], [1.6113, 1.6441, 3.5164], [6.9930, 5.8143, 6.3500], [-6.9457, -5.2766, -5.8399], [-5.6257, -1.9585, -2.7562], [1.6262, 4.8083, 3.6691], [-2.9463, -0.0095, -0.7534], [5.7303, 1.4084, 0.6187], [-0.3561, -2.7332, -2.3641], [2.9641, 1.3387, -1.7472], [-6.6159, -7.8032, -3.6096], [-0.5402, -4.5588, -0.8328], [-4.3014, 0.1548, 2.0669], [0.0049, -3.6837, -0.4758], [5.9152, 3.8925, 4.3671], [-0.2615, -3.5461, 0.5714], [5.3205, 1.9314, -0.2428], [-0.0980, 2.8621, 3.5353], [3.3981, 3.4317, 6.0595], [2.7998, 1.1988, 4.3846], [4.6822, -0.2080, 2.6094], [-1.6468, -1.9702, -0.9974], [5.8663, -0.9997, 3.5940], [2.6014, 3.7204, 6.8861], [1.4553, 4.0649, 3.0832], [-5.8238, -3.9953, -2.1230], [6.2892, 0.9017, 5.4381], [4.8205, 1.1852, -0.8680], [2.4393, 2.0580, -1.1188], [-2.8909, -1.5951, 1.0730], [3.0526, 0.1898, 4.0463], [6.9884, 3.2420, -0.4439], [-6.5437, -3.8322, -4.0165], [3.7538, 4.6435, 2.4980], [5.9733, 4.9016, 3.9449], [-5.1197, -0.1507, 1.4156], [-4.7131, 0.4985, 3.0166], [7.0749, 1.7859, -1.5176], [0.9491, 2.9768, 3.8429], [-4.5809, -3.7655, -3.3260], [-5.3830, -6.6414, -5.5936], [-6.5038, -1.7047, -2.1599], [-3.8430, -1.7892, 2.8498], [-5.5813, -3.4458, -3.0353], [-6.2604, -2.2391, -7.8821], [-6.1467, -3.9084, -5.5945], [2.7686, 2.9345, 1.4461], [-3.8003, 0.9996, 1.5910], [-6.4383, -6.5389, -5.3342], [-7.6080, -6.3309, -3.5218], [7.1734, 0.8349, 5.0587], [4.1464, 2.3023, 6.0039], [-2.3278, 0.5406, -4.0407], [0.9011, 3.1660, 4.9167], [5.3854, 0.9474, 4.4137], [-2.5530, 0.7756, -1.9126], [4.1512, 1.9736, 4.5766], [-7.9477, -1.7560, -7.7085], [3.3188, 3.2117, -0.6952], [-1.8651, -0.7994, 0.1186], [-7.8002, -3.4283, -9.4970], [5.5887, -0.0233, 3.1835], [-6.6526, -6.7382, -3.8442], [6.4381, 2.5550, -1.0847], [-6.9879, -7.3051, -5.8776], [-3.4076, 1.4144, -2.1267], [-6.9752, -4.5662, -8.4288]], "homo_lumo_gap_ev": 9.552}